# 1
Entry from OMol25: 7 unconnected molecules or ions with the total composition C26H69N3O14 (ωB97M-V/def2-TZVPD).

```
112
Properties=species:S:1:pos:R:3:forces:R:3
C -3.1782 3.1121 3.6471 3.64 -1.52 0.18
O -4.0501 3.6252 2.7774 -2.76 2.28 0.21
C -5.0504 2.6932 2.5285 -0.38 -0.47 -3.55
C -4.5547 1.9053 1.2340 -0.89 -0.42 0.76
N -4.4133 2.8434 0.1290 0.19 0.28 -0.53
C -3.8255 2.3308 -1.1540 -2.25 -0.40 0.81
C -3.2205 3.3726 -2.0691 1.75 1.00 1.01
O -3.9858 4.5614 -2.3405 -0.30 -1.47 -0.20
C -3.2483 5.7577 -2.3299 0.36 -0.22 1.02
H -3.6007 2.4745 4.4236 -0.04 0.35 0.36
H -2.4114 3.8126 3.9782 -0.67 0.57 0.56
H -2.5423 2.4939 3.0135 0.51 -1.08 0.39
H -5.9376 3.1984 2.1466 0.00 0.44 0.15
H -5.4042 2.1050 3.3752 0.64 -0.27 0.15
H -5.3041 1.1441 1.0171 -0.26 0.00 -0.30
H -3.6560 1.3225 1.4362 0.48 0.03 0.18
H -3.8583 3.6127 0.4758 0.16 0.19 -0.12
H -4.6136 1.8503 -1.7337 -0.64 0.09 0.10
H -3.2370 1.4480 -0.9044 1.15 0.34 -0.40
H -2.8323 2.9102 -2.9767 -0.51 -0.18 -0.37
H -2.3027 3.7132 -1.5897 0.25 0.06 0.29
H -2.1668 5.6355 -2.3882 0.16 -0.35 -1.18
H -3.2414 6.1611 -1.3173 -0.84 0.63 0.23
H -3.6814 6.4254 -3.0746 0.30 0.09 0.18
C -0.5055 -9.1021 1.0734 0.60 0.88 -1.71
O 0.3091 -8.2115 0.2650 -0.62 -0.67 0.36
C -0.0842 -6.8460 0.3775 1.76 -0.84 0.49
C 0.9642 -5.9906 -0.3261 -0.77 -0.68 0.26
N 0.8728 -6.2182 -1.7734 -0.27 2.04 0.96
C 1.5616 -5.1712 -2.5676 -0.20 -0.46 1.33
C 0.9077 -3.7587 -2.4547 -0.02 -0.56 -1.39
O 1.7752 -2.6659 -2.8203 -0.65 -0.29 -0.44
C 2.9295 -2.3170 -2.0644 -0.11 -1.03 -0.40
H -0.0994 -10.0847 0.8336 -0.34 -0.07 0.30
H -1.5201 -8.9697 0.6976 -0.31 -0.46 0.22
H -0.4881 -8.8959 2.1436 0.30 0.18 0.07
H -0.0625 -6.6955 1.4568 -0.36 0.82 0.18
H -1.0481 -6.6060 -0.0715 -0.26 -0.28 0.05
H 1.9916 -6.1293 0.0105 0.11 -0.47 0.34
H 0.6915 -5.0133 0.0721 0.04 0.66 -1.04
H 1.1759 -7.1564 -1.9924 0.20 0.13 -0.03
H 1.4873 -5.6542 -3.5418 0.45 1.05 -0.51
H 2.5871 -4.9620 -2.2631 0.51 -0.75 -0.07
H 0.3532 -3.4957 -1.5538 0.30 -0.53 0.33
H 0.1816 -3.8607 -3.2613 -0.33 0.98 0.04
H 3.5084 -1.6533 -2.7065 -0.18 0.32 0.29
H 3.5618 -3.1859 -1.8818 0.07 -0.10 0.20
H 2.6697 -1.8789 -1.1007 0.04 0.37 -0.11
C -0.5339 7.6733 1.5245 0.57 -0.63 -1.70
O 0.4560 7.0612 2.3402 -0.60 -0.78 0.60
C 0.5867 5.5861 2.2844 0.27 1.52 -0.04
C 1.1859 5.1778 0.9505 -1.45 -1.50 -0.19
N 1.8033 3.8554 1.0222 0.92 0.64 0.47
C 3.2768 3.7965 1.0083 -1.28 -1.54 0.22
C 3.6370 2.2718 0.7390 0.73 2.77 -0.88
O 2.9514 1.3159 1.4448 -0.76 -0.08 -1.76
C 2.9758 1.4011 2.7956 -0.37 -1.25 1.81
H -1.5264 7.2287 1.4513 -0.34 -0.11 1.30
H -0.3055 7.5787 0.4630 0.78 -0.20 -0.45
H -0.5532 8.7600 1.6069 -0.07 -0.16 0.97
H -0.3642 5.0748 2.4341 -0.35 0.26 -0.08
H 1.2071 5.2420 3.1119 0.26 0.59 0.09
H 1.7357 5.9982 0.4893 0.46 -0.12 0.06
H 0.2808 4.9928 0.3720 0.14 0.32 -0.77
H 1.4027 3.1820 0.3848 -0.15 0.26 -0.20
H 3.6604 4.1976 1.9464 0.16 -0.08 0.11
H 3.6725 4.3857 0.1811 0.38 0.02 -0.16
H 4.7202 2.1524 0.7600 0.28 -0.15 0.46
H 3.4073 2.1896 -0.3233 -0.29 -0.60 -0.16
H 2.5146 0.4644 3.1088 0.28 -0.37 0.35
H 2.3040 2.1163 3.2703 0.31 0.88 -0.34
H 4.0007 1.4219 3.1659 0.08 0.30 0.36
C 0.5625 0.1177 -0.0795 -0.64 -1.98 0.87
C -0.5320 1.0475 0.3609 1.22 1.19 0.27
O -0.3654 2.2635 -0.3928 -1.29 -0.35 1.17
O 0.0452 -0.9044 -0.9878 0.30 0.88 0.15
H 0.8563 -0.4483 0.8045 0.44 0.01 0.12
H 1.4332 0.6582 -0.4507 -0.20 -0.11 -0.22
H -0.3755 1.2856 1.4130 0.34 0.35 0.05
H -1.5263 0.6030 0.4043 -0.27 -0.06 -0.81
H -0.3957 1.9563 -1.3018 0.09 0.28 -0.80
H 0.6994 -1.0575 -1.6734 0.05 -0.13 -0.46
C -3.0287 -2.2601 0.2511 -0.87 3.23 -0.06
C -2.1227 -3.2815 0.6878 -0.20 -1.97 0.27
O -0.9100 -2.6874 0.9793 1.21 -0.47 0.23
O -2.6274 -1.7313 -1.0338 -1.42 -0.92 0.22
H -2.8817 -1.4740 0.9918 -0.22 0.49 0.16
H -4.0895 -2.4895 0.3514 -0.08 -0.31 -0.89
H -2.1166 -3.9924 -0.1385 0.65 -0.62 -0.03
H -2.4759 -3.7887 1.5856 -0.10 -0.06 0.07
H -0.5445 -2.4469 0.1248 0.58 0.58 -0.21
H -1.9356 -1.0715 -0.9463 0.37 -0.04 0.21
C 3.6071 -3.6009 2.0002 2.47 -0.83 0.05
C 3.8902 -5.1149 2.3348 -0.94 1.37 -1.11
O 2.6569 -5.7250 2.6246 -0.49 -0.44 1.20
O 2.8182 -3.4149 0.8739 -1.51 -0.81 -0.41
H 4.5357 -3.1225 1.6887 0.73 -0.07 0.80
H 3.2498 -3.1016 2.9008 -0.35 -0.09 0.08
H 4.5992 -5.1522 3.1618 -0.37 -0.12 0.29
H 4.2827 -5.7380 1.5311 0.69 0.70 -0.49
H 2.0686 -5.5091 1.8974 -0.09 0.07 -0.07
H 2.8902 -2.4904 0.6256 -0.08 0.17 -0.03
C 1.6880 0.9366 -4.5425 -0.27 2.68 -1.14
C 1.2105 1.9104 -3.4178 3.85 -0.19 -0.48
O 0.0329 1.5485 -2.9032 -3.10 -1.30 0.59
O 0.9649 1.4725 -5.6773 -1.14 -1.16 -0.97
H 1.4389 -0.1240 -4.5085 -0.12 0.20 0.58
H 2.7260 1.0683 -4.8481 0.39 -0.25 0.90
H 1.0666 2.9067 -3.8359 0.78 0.22 -0.39
H 1.9376 1.9925 -2.6099 0.19 -0.05 0.13
H -0.5117 1.5083 -3.6927 -0.91 -0.29 0.10
H 1.2787 2.3411 -5.9393 0.36 0.02 0.31
```
Positions in Å, forces in eV/Å.

The net charge is -1. As for the HOMO energy (alpha / beta): 0.48 / -6.29 eV. As for the spin multiplicity: 2. The value obtained for the LUMO energy (alpha / beta) is 2.43 / 2.40 eV. The calculation puts the HOMO-LUMO gap (alpha / beta) at 2.0 / 8.7 eV.

=====

# 2
Entry from OMol25: 2 unconnected molecules or ions with the total composition C3H2Cl2O2 (ωB97M-V/def2-TZVPD).

```
9
Properties=species:S:1:pos:R:3:forces:R:3
O 1.6775 0.5384 0.5624 0.74 1.04 0.31
C 1.7013 -0.5538 0.1468 -1.01 -0.28 0.98
Cl 0.7234 -1.7822 0.9022 0.16 -0.47 -0.07
Cl 2.5610 -1.0534 -1.2010 0.70 -0.55 -1.05
C -1.0049 0.8569 -0.2835 2.28 2.15 -1.42
C -1.9215 0.1482 0.2437 -0.46 -0.46 -1.25
O -2.7426 -0.5645 0.5987 -1.28 -0.92 1.11
H -0.7423 1.1469 -1.3220 -1.13 -0.72 0.65
H -0.2521 1.2634 0.3526 0.01 0.19 0.75
```
Positions in Å, forces in eV/Å.

The net charge is 0. As for the HOMO energy: -9.29 eV. The value obtained for the relative energy (zero: lowest compared OMol25 entry of this formula, charge and spin) is 1.636 eV. The value obtained for the LUMO energy is 0.38 eV. The calculation puts the HOMO-LUMO gap at 9.7 eV. Its SMILES is O=C(Cl)Cl.C=C=O.

=====

# 3
Entry from OMol25: a molecular structure, C3H12KO3 (ωB97M-V/def2-TZVPD).

```
19
Properties=species:S:1:pos:R:3:forces:R:3
K 1.2312 -0.8939 -1.3365 -0.15 0.32 -0.02
C -0.7780 1.7996 -0.3301 -0.33 0.76 -0.13
O -0.6601 1.2731 -1.6676 0.16 0.54 0.62
H -1.7945 2.1722 -0.1748 -0.18 -0.70 0.30
H -0.4686 1.0373 0.3777 -0.22 -0.01 0.11
H -0.1997 2.7121 -0.1518 0.57 -0.34 -0.27
H -1.0092 1.9993 -2.1974 0.15 -0.39 -0.50
C 2.4068 0.1736 1.8111 1.34 0.31 -0.30
O 2.5003 0.9545 0.5926 -0.28 -0.48 0.50
H 2.0806 -0.8323 1.5593 -0.51 0.08 0.17
H 3.4228 0.0512 2.1954 -0.06 -0.14 0.12
H 1.8497 0.6818 2.5942 -0.50 -0.20 -0.18
H 3.1805 1.6064 0.7876 -0.10 0.18 -0.39
C -2.1657 -1.8602 -0.4777 0.04 -0.84 0.11
O -0.9798 -2.4404 -1.0722 0.21 0.82 -0.31
H -2.1819 -2.2759 0.5313 -0.61 0.31 0.02
H -2.1616 -0.7721 -0.4575 0.58 -0.02 -0.09
H -3.0422 -2.1353 -1.0639 -0.06 -0.15 0.24
H -1.2307 -3.2511 -1.5197 -0.05 -0.05 0.03
```
Positions in Å, forces in eV/Å.

The net charge is +1. As for the HOMO energy: -14.16 eV. The value obtained for the relative energy (zero: lowest compared OMol25 entry of this formula, charge and spin) is 0.210 eV. The value obtained for the LUMO energy is -3.15 eV. The calculation puts the HOMO-LUMO gap at 11.0 eV.

=====

# 4
Entry from OMol25: a molecular structure, C14H25ClIN2OP2Re (ωB97M-V/def2-TZVPD).

```
47
Properties=species:S:1:pos:R:3:forces:R:3
C -0.0648 0.9502 -7.6380 0.00 -0.19 0.17
C -0.0610 1.5021 -6.2341 0.03 4.22 -0.84
H -0.0621 1.7821 -8.3550 0.00 -0.11 0.42
H -0.9531 0.3364 -7.7977 0.04 -0.04 0.09
H 0.8179 0.3289 -7.7998 -0.04 -0.04 0.09
O -0.0525 2.6633 -5.9211 -0.02 -3.24 -0.33
I -0.0726 0.0309 -4.6058 -0.01 -0.63 0.56
Re -0.0752 -0.3431 0.3882 -0.03 -1.68 0.84
P 2.1028 0.0175 0.0428 6.63 0.10 -0.98
C 3.1592 1.2239 0.9498 -0.78 0.44 0.43
C 2.8810 -1.6042 0.5050 -0.57 -0.10 0.16
H 3.9525 -1.4936 0.3028 -0.17 -0.09 0.06
H 3.9212 0.0495 -1.5459 -0.18 0.01 0.21
H 2.4419 -2.3908 -0.1222 0.32 0.10 0.17
H 2.4171 -0.4992 -2.3375 0.05 0.05 0.13
H 2.9849 1.2166 2.0295 0.11 0.10 -0.20
H 2.7190 -1.8549 1.5615 0.20 -0.09 -0.34
C 2.8416 0.2123 -1.6239 -0.77 0.18 -0.50
H 4.2124 0.9949 0.7628 -0.20 -0.18 -0.15
H 2.6578 1.2204 -2.0016 0.02 -0.04 0.02
H 2.9426 2.2283 0.5782 0.07 -0.02 0.04
P -2.2496 0.0477 0.0374 -6.57 0.20 -0.98
C -3.2872 1.2763 0.9393 0.77 0.41 0.46
C -2.9852 0.2527 -1.6274 0.74 0.17 -0.53
H -2.6282 -2.3550 -0.1336 -0.30 0.11 0.17
H -4.1223 -1.4362 0.2960 0.16 -0.09 0.05
H -2.8951 -1.8233 1.5536 -0.18 -0.07 -0.38
C -3.0530 -1.5640 0.4977 0.54 -0.09 0.18
H -2.5718 -0.4639 -2.3424 -0.05 0.04 0.13
H -4.0671 0.1042 -1.5492 0.19 0.01 0.21
H -4.3443 1.0649 0.7533 0.20 -0.18 -0.16
H -3.0543 2.2768 0.5669 -0.06 -0.03 0.03
H -2.7899 1.2580 -2.0067 -0.01 -0.04 0.02
H -3.1141 1.2698 2.0196 -0.10 0.11 -0.23
Cl -0.0858 -1.7806 -1.3714 0.01 1.07 1.67
N 3.4042 -0.4181 5.8164 -2.33 0.03 -1.17
C 2.3536 -0.4051 5.3018 1.99 -0.03 1.00
C 1.0807 -0.3831 4.6214 0.63 0.06 -0.53
C -0.1369 -0.4313 5.3051 0.24 0.01 0.57
C -1.3172 -0.4062 4.5896 -0.58 0.11 -0.85
C -1.2515 -0.3261 3.2065 -0.78 -0.35 0.11
N -0.0802 -0.3085 2.5382 0.20 -0.14 -1.49
C 1.0827 -0.3347 3.2302 -0.10 -0.29 0.29
H -0.1204 -0.4983 6.3932 -0.11 0.00 -0.21
H -2.3097 -0.4589 5.0374 0.39 0.05 0.14
H -2.1458 -0.3437 2.5691 0.54 0.06 0.84
H 1.9777 -0.3850 2.6196 -0.09 0.11 0.65
```
Positions in Å, forces in eV/Å.

The net charge is +3. As for the HOMO energy (alpha / beta): -17.41 / -16.95 eV. As for the spin multiplicity: 4. The value obtained for the LUMO energy (alpha / beta) is -13.80 / -13.80 eV. The calculation puts the HOMO-LUMO gap (alpha / beta) at 3.6 / 3.2 eV.

=====

# 5
Entry from OMol25: C3H4N4O in the gas phase (ωB97M-V/def2-TZVPD).

```
12
Properties=species:S:1:pos:R:3:forces:R:3
O 1.9622 -1.5170 1.1397 1.90 0.08 -0.87
N 0.5617 -1.2916 1.1288 0.43 4.05 1.58
C 0.2463 -0.2521 0.1856 -0.52 -0.07 -0.05
C -0.9755 0.3367 0.3469 -2.16 0.52 -3.78
C -1.4891 1.0549 -0.8898 1.62 -1.15 1.96
N -0.6140 1.3015 -1.9402 -3.48 -0.56 3.44
N 0.5646 0.8320 -1.7377 2.26 2.28 -4.84
N 1.0410 0.1030 -0.8654 0.49 -2.78 4.01
H 2.5207 -1.0767 0.3685 -2.57 -0.70 1.79
H 0.2980 -0.6895 2.1376 1.30 -2.50 -3.21
H -1.5638 -0.1988 1.1005 -0.53 1.15 -0.08
H -2.5521 1.3976 -0.9746 1.26 -0.30 0.06
```
Positions in Å, forces in eV/Å.

The net charge is 0. As for the HOMO energy: -9.08 eV. The value obtained for the relative energy (zero: lowest compared OMol25 entry of this formula, charge and spin) is 5.954 eV. The value obtained for the LUMO energy is -0.24 eV. The calculation puts the HOMO-LUMO gap at 8.8 eV. Its SMILES is ONc1ccnnn1.

=====

# 6
Entry from OMol25: a molecular structure, C6H6BeF4O3 (ωB97M-V/def2-TZVPD).

```
20
Properties=species:S:1:pos:R:3:forces:R:3
O -0.4595 -0.7599 2.2922 -4.76 0.67 0.95
C 0.1427 -0.3850 1.2817 1.98 1.19 -2.31
O 0.9430 0.6141 1.2625 0.38 -0.95 1.82
C 1.9785 0.4183 0.2126 0.69 0.82 -2.55
O 2.1446 1.5625 -0.5166 -0.92 -0.06 0.54
C 1.3938 -0.6972 -0.6895 0.18 0.78 0.71
C 0.0080 -0.9509 -0.0982 0.07 -1.82 -0.15
C -1.3057 -0.5142 -0.7519 1.09 0.58 -0.51
F -1.2434 -0.6436 -2.0529 -0.28 -0.02 -0.15
F -2.3161 -1.3076 -0.2439 -0.15 -0.35 0.72
C -1.7824 0.9105 -0.3729 -0.63 -0.37 -1.04
F -2.7513 1.3506 -1.0902 -0.79 -0.21 0.00
F -0.8801 1.8089 -0.2706 0.69 0.36 0.75
H 2.9263 0.1568 0.6722 -0.29 -0.26 0.84
H 2.3517 2.2987 0.0780 0.43 0.13 -0.21
H 1.4127 -0.4272 -1.7354 0.04 0.14 -0.18
H 2.0146 -1.5662 -0.5083 -0.15 -0.39 -0.33
H -0.1339 -2.0324 -0.0723 -0.05 -0.17 0.31
H -2.3387 0.5839 0.7258 0.09 0.85 0.51
Be -2.1048 -0.4203 1.8778 2.37 -0.92 0.28
```
Positions in Å, forces in eV/Å.

The net charge is +2. As for the HOMO energy: -19.25 eV. The value obtained for the LUMO energy is -12.00 eV. The calculation puts the HOMO-LUMO gap at 7.3 eV.

=====

no.,electronic energy (Ha)
1,-2249.25739
2,-1186.33077
3,-946.93561
4,-2250.90554
5,-410.78449
6,-871.38671